The following is a quantum chemistry calculation of 2 unconnected molecules or ions with the total composition C5H11O2, from the Open Molecules 2025 dataset.

## Properties
Net charge: -2
Multiplicity: 2
HOMO-LUMO gap (spin up / spin down) (hartree): 0.09434 / 0.29123
LUMO energy (spin up / spin down) (eV): 6.287 / 6.224
Highest occupied orbital energy (spin up / spin down) (Ha): 0.137 / -0.063
Expectation value of S²: 0.750

Each line ends with the Mulliken charge.
CARTESIAN COORDINATES (ANGSTROEM)
O: 1.0496 -2.9604 2.5030  -0.7382
O: 1.0573 -0.7456 2.9740  -0.7182
C: 0.7166 -2.6076 -0.1819  -1.1027
C: 0.9217 -1.7378 2.2352  0.3677
C: -1.4097 3.0149 -1.1979  -4.3688
C: -0.4075 1.9078 -0.8822  -1.0627
C: 0.5425 -1.4154 0.7502  -0.0278
H: 1.2080 -0.6038 0.4246  0.0967
H: -2.4089 2.7463 -0.8198  0.9686
H: -1.2210 3.9611 -0.6702  0.9493
H: 1.5115 -3.2317 0.2132  0.3102
H: -1.5099 3.1926 -2.2756  1.1738
H: 0.5924 2.2026 -1.2205  0.5169
H: -0.3280 1.7655 0.2008  0.4070
H: -0.6138 0.9692 -1.4051  0.4328
H: -0.4619 -0.9877 0.7985  0.2050
H: 0.9600 -2.2658 -1.1940  0.3649
H: -0.1989 -3.2042 -0.2523  0.2255

Forces on the atoms, in the same order (eV/Å):
O 0.04 0.08 0.36
O 0.02 0.05 0.36
C -0.54 0.33 -0.27
C -0.03 -0.26 -0.65
C -0.54 -0.26 0.17
C 0.53 0.47 0.02
C 0.62 0.19 0.53
H -0.23 -0.03 0.14
H -0.02 -0.07 -0.18
H 0.32 -0.03 -0.23
H 0.05 -0.17 -0.07
H 0.03 0.19 0.02
H 0.02 0.07 0.01
H -0.15 -0.28 -0.21
H -0.26 0.05 0.28
H -0.01 -0.11 -0.33
H 0.01 -0.10 -0.03
H 0.15 -0.10 0.08

The following is a quantum chemistry calculation of 2 unconnected molecules or ions with the total composition C10H16, from the Open Molecules 2025 dataset.

## Properties
Net charge: 0
HOMO-LUMO gap (hartree): 0.36017
LUMO energy (eV): 0.950
Highest occupied orbital energy (Ha): -0.325
SMILES: Cc1ccccc1.CCC

Each line ends with the Mulliken charge.
CARTESIAN COORDINATES (ANGSTROEM)
C: 0.5693 1.6621 -0.4960  0.1177
C: -1.8384 0.3138 2.1288  -0.8372
C: 1.4628 0.6938 -0.7538  -0.5533
C: 0.3707 -0.5176 2.9080  -0.9166
C: 1.0416 -0.4315 -1.4544  1.1130
C: -1.2487 0.4414 -1.5962  -0.6237
C: -0.9847 -0.9991 2.3928  -0.2762
C: 1.8849 -1.6414 -1.7119  -1.4323
C: -0.7246 1.6294 -0.9549  -0.5440
C: -0.3328 -0.6095 -1.8402  -0.6453
H: 1.8940 -1.9454 -2.7013  0.3749
H: 2.9899 -1.7098 -1.5730  0.3715
H: -0.8202 -1.3078 -2.5190  0.3518
H: -1.1173 -1.6838 1.5806  0.3241
H: -1.2668 2.5595 -0.9609  0.3837
H: -2.5711 0.3504 3.0127  0.3317
H: 0.9112 2.7484 -0.0840  0.1193
H: 0.3665 0.3391 3.6505  0.2879
H: -2.2490 0.6262 -1.8086  0.4897
H: 1.3111 -2.3378 -1.0574  0.2540
H: -1.3250 1.1910 1.9068  0.2950
H: -2.2298 0.1573 1.0215  0.0858
H: 2.6299 0.8293 -0.7611  0.2040
H: 0.9370 -0.2646 1.9768  0.1001
H: 0.9240 -1.3309 3.2981  0.3697
H: -1.5858 -1.4690 3.2854  0.2545

Forces on the atoms, in the same order (eV/Å):
C -0.07 5.36 0.96
C -2.11 -3.29 -1.65
C 3.41 -1.83 -1.60
C 0.53 0.10 -1.62
C -1.17 -0.68 -0.54
C 3.86 2.31 1.95
C -2.36 2.08 3.63
C 0.50 -0.44 1.92
C -0.37 -1.79 -0.66
C -1.35 2.51 0.09
H -1.00 -0.76 -2.16
H -0.82 0.82 1.05
H 1.11 -0.92 0.38
H 0.92 -0.33 -0.53
H -0.53 -0.08 0.36
H 0.66 0.65 -1.97
H -0.56 -2.87 -0.81
H -0.34 -1.05 -1.06
H -1.73 -0.98 -1.10
H 1.20 -0.45 -0.70
H 1.41 1.58 0.63
H -0.55 0.22 2.48
H -2.45 -0.16 0.82
H -0.16 0.49 0.87
H 0.68 -0.83 0.84
H 1.29 0.36 -1.57

The following is a quantum chemistry calculation of C3H3ClN2O2 in the gas phase, from the Open Molecules 2025 dataset.

## Properties
Net charge: 0
HOMO-LUMO gap (hartree): 0.36195
LUMO energy (eV): 0.410
Highest occupied orbital energy (Ha): -0.347
SMILES: O=c1cc(Cl)[nH]n1O

Each line ends with the Mulliken charge.
CARTESIAN COORDINATES (ANGSTROEM)
Cl: 1.7727 -1.6541 1.0355  -0.1495
O: -1.4471 0.8217 -2.0986  -0.5843
O: -1.8230 1.5892 0.4410  -0.4621
N: -0.6291 1.1881 -0.0751  0.2427
N: 0.3472 0.6567 0.8637  -0.4319
C: 0.0756 -0.7766 -0.8475  -0.6224
C: 0.6549 -0.5836 0.3066  0.4492
C: -0.7791 0.4152 -1.1899  0.4927
H: -1.8990 2.5730 0.2000  0.3802
H: -0.2403 0.6208 1.7388  0.3044
H: 0.4289 -1.6050 -1.4166  0.3810

Forces on the atoms, in the same order (eV/Å):
Cl -0.06 0.39 0.19
O -0.35 -0.87 -0.82
O -0.50 2.54 0.52
N 1.54 1.09 0.57
N -2.56 0.49 1.52
C -0.36 -0.08 -2.48
C 0.12 0.41 1.33
C 1.19 -1.38 0.04
H 0.17 -2.02 0.59
H 1.31 -0.25 -0.63
H -0.49 -0.31 -0.83

no.,DFT total energy (hartree)
1,-347.50441
2,-390.52345
3,-836.19154